1.
{
  "formula": "C11H24ClIN2O2PSY",
  "method": "the ωB97M-V functional and the def2-TZVPD basis",
  "symbols": ["C", "H", "C", "H", "C", "O", "H", "H", "H", "H", "N", "H", "H", "S", "I", "Y", "H", "C", "Cl", "P", "H", "H", "H", "C", "C", "H", "H", "H", "H", "H", "C", "H", "H", "N", "O", "H", "H", "C", "C", "C", "H", "H", "H", "C"],
  "positions_angstrom": [[-2.568, 0.799, -4.982], [1.923, -0.475, 1.413], [1.371, 0.190, 4.697], [2.936, -0.749, 2.841], [-1.436, -0.711, 4.385], [-0.731, -2.294, 0.558], [-2.500, 1.964, 2.698], [-2.689, 0.446, 1.790], [-0.691, -1.490, 4.227], [0.807, 0.434, -4.109], [-1.280, 0.362, 3.379], [1.719, -1.075, -4.505], [-2.450, -1.131, 4.314], [0.010, 1.623, 1.396], [-3.475, 2.450, -0.355], [-1.092, 1.029, -0.961], [2.416, -0.117, 4.866], [-2.519, 0.875, 2.785], [-0.098, 2.631, -2.622], [1.300, -0.739, -2.075], [3.525, -0.981, -1.068], [0.467, -3.003, -2.200], [-1.331, -0.307, 5.414], [-2.727, 2.195, -5.241], [2.200, -0.079, 2.395], [1.799, -2.852, -0.996], [2.177, -2.821, -2.762], [-3.578, 2.369, -5.938], [3.618, -0.840, -2.847], [-1.783, 2.548, -5.716], [-0.097, 0.575, 2.772], [1.280, 1.260, 4.994], [-0.012, -1.136, -4.076], [1.032, -0.041, 3.274], [-2.603, -0.340, -4.751], [-2.887, 2.720, -4.279], [3.292, 0.627, -1.837], [1.443, -2.555, -1.989], [0.942, -0.627, -3.873], [3.113, -0.452, -1.947], [-3.355, 0.582, 3.422], [2.660, 0.912, 2.262], [0.735, -0.435, 5.333], [-0.863, -1.339, -0.089]],
  "charge": 2,
  "e_lumo_ev": -8.00,
  "homo_lumo_gap_ev": 6.41,
  "relative_energy_kj_mol": 0.0,
  "e_homo_ev": -14.41,
  "e_tot_ev": -60649.0903
}

---

2.
{
  "formula": "C5H10O",
  "method": "the ωB97M-V functional and the def2-TZVPD basis",
  "symbols": ["O", "H", "C", "H", "H", "H", "H", "H", "C", "C", "H", "H", "C", "H", "H", "C"],
  "positions_angstrom": [[-2.519, 1.937, 0.180], [0.352, -2.443, 1.314], [-0.193, 1.487, -0.231], [1.478, -0.576, -0.858], [1.785, -2.749, 0.319], [0.182, -2.695, -0.430], [-1.503, 3.046, -1.153], [1.627, -0.308, 0.873], [-1.505, 2.215, -0.414], [0.972, -0.740, 0.104], [-1.030, -0.451, -0.650], [-0.869, -0.104, 1.062], [0.815, -2.240, 0.341], [0.354, 1.994, 0.579], [0.418, 1.624, -1.132], [-0.363, 0.003, 0.095]],
  "charge": 0,
  "smiles": "CCCCC=O",
  "e_lumo_ev": 1.02,
  "homo_lumo_gap_ev": 10.83,
  "relative_energy_kj_mol": 36.8,
  "e_homo_ev": -9.81,
  "e_tot_ev": -7394.3843
}

---

3.
{
  "formula": "C3H4INO2S2",
  "method": "the ωB97M-V functional and the def2-TZVPD basis",
  "symbols": ["C", "H", "O", "C", "S", "H", "H", "C", "H", "I", "S", "O", "N"],
  "positions_angstrom": [[-1.788, 0.032, 0.735], [-2.402, -0.826, 0.649], [2.714, -1.754, 0.701], [-1.331, 0.514, -0.716], [2.333, -0.649, -0.113], [-2.181, 0.066, -1.266], [-1.408, 1.715, -0.913], [0.653, -0.258, 0.008], [-2.295, 0.802, 1.153], [3.266, 1.397, 0.713], [-0.203, -0.455, 1.529], [2.643, -0.703, -1.504], [-0.002, 0.120, -0.977]],
  "charge": 0,
  "smiles": "O=S(=O)(I)C1=NCCS1",
  "e_lumo_ev": -0.96,
  "homo_lumo_gap_ev": 8.62,
  "relative_energy_kj_mol": 0.0,
  "e_homo_ev": -9.57,
  "e_tot_ev": -38529.9439
}

---

4.
{
  "formula": "C15H27N7O3",
  "method": "the ωB97M-V functional and the def2-TZVPD basis",
  "symbols": ["H", "H", "O", "O", "H", "C", "C", "H", "C", "C", "H", "N", "N", "H", "H", "N", "H", "C", "N", "H", "C", "H", "H", "C", "H", "O", "H", "H", "H", "H", "C", "N", "H", "H", "N", "C", "H", "H", "C", "H", "N", "H", "H", "H", "C", "H", "C", "H", "C", "C", "C", "H"],
  "positions_angstrom": [[-2.842, -0.012, -2.759], [1.380, 1.739, -0.984], [-2.663, 0.460, -0.527], [-1.488, 1.505, 1.624], [-4.161, -0.993, -3.017], [0.100, 4.203, 3.412], [0.113, -3.868, -2.581], [-0.477, 4.806, 4.118], [2.487, 2.036, 2.456], [0.588, 2.484, 0.872], [-3.352, -2.665, -1.582], [2.215, -0.693, -0.289], [-3.148, -0.987, -2.863], [-4.352, -0.750, -0.397], [1.282, -2.592, 2.074], [1.352, -1.917, 1.315], [0.781, -5.198, -4.144], [-0.814, -2.859, -2.654], [1.916, 2.736, 1.470], [2.877, -0.322, -0.963], [-0.597, 2.317, 1.868], [-2.953, -1.324, 0.519], [3.751, 3.583, 3.222], [0.573, -0.781, 1.198], [1.003, 3.862, 3.922], [1.977, 1.044, 2.959], [4.573, 2.414, 2.158], [4.127, 1.955, 3.819], [-1.054, -2.405, -0.582], [0.367, 4.838, 2.565], [0.685, 1.386, -0.220], [-1.262, -2.795, -3.966], [-0.872, -3.917, -5.754], [2.429, 3.541, 1.143], [0.206, -4.396, -3.866], [3.828, 2.532, 2.943], [-2.023, -2.151, -4.229], [-2.592, 0.904, 0.354], [-0.680, -3.713, -4.698], [-1.504, 2.829, 3.549], [-0.704, 3.058, 2.977], [3.190, -2.528, 0.340], [-0.251, -0.506, 1.846], [0.328, 3.401, 0.341], [-2.823, -1.705, -1.616], [-0.282, 1.300, -0.715], [-1.305, -1.960, -1.549], [-0.785, -1.002, -1.625], [-3.260, -0.842, -0.415], [1.126, -0.002, 0.215], [2.348, -1.843, 0.407], [0.644, -4.203, -1.693]],
  "charge": 2,
  "e_lumo_ev": -5.16,
  "homo_lumo_gap_ev": 9.51,
  "relative_energy_kj_mol": 0.0,
  "e_homo_ev": -14.68,
  "e_tot_ev": -32554.0694
}

---

5.
{
  "formula": "C35H50BBr2F3N5O17S",
  "method": "the ωB97M-V functional and the def2-TZVPD basis",
  "symbols": ["C", "C", "H", "C", "C", "O", "H", "H", "H", "C", "H", "H", "H", "C", "N", "O", "C", "H", "C", "H", "N", "C", "C", "C", "H", "H", "H", "O", "N", "H", "O", "H", "H", "O", "H", "C", "C", "F", "H", "H", "H", "H", "H", "F", "H", "H", "H", "Br", "H", "C", "O", "C", "H", "H", "H", "H", "H", "H", "C", "O", "H", "C", "O", "C", "H", "C", "C", "H", "O", "O", "F", "C", "H", "C", "C", "H", "H", "H", "H", "Br", "O", "C", "C", "H", "H", "C", "H", "H", "O", "C", "O", "O", "O", "S", "B", "O", "H", "H", "H", "H", "C", "C", "H", "C", "C", "N", "C", "N", "O", "C", "H", "C", "H", "C"],
  "positions_angstrom": [[0.934, -0.121, -2.765], [-4.649, -3.461, 2.902], [-0.436, -2.677, -9.438], [0.185, -3.146, -8.680], [-4.029, -4.241, 4.935], [-3.337, -4.734, 5.763], [-2.159, 1.882, 5.607], [2.996, -3.348, -3.187], [1.985, 0.619, -4.474], [3.499, 4.268, -1.629], [-1.827, 2.569, -0.474], [-1.684, 2.453, 3.434], [-3.960, -1.228, 6.183], [3.649, 6.013, -0.206], [0.036, 0.937, 1.643], [2.868, -2.121, -6.859], [1.529, -2.323, -2.020], [-0.047, 2.075, 3.988], [0.736, 1.989, -1.772], [3.146, 6.867, -0.659], [1.795, 1.297, 0.347], [0.775, -1.164, -1.861], [-1.622, 1.088, 5.089], [-2.393, 0.518, -0.850], [-3.581, 0.366, 6.810], [-0.974, -2.140, -7.129], [3.095, -1.421, 0.100], [0.362, -3.544, 2.874], [2.295, 0.589, 2.490], [-0.558, -0.339, 3.141], [0.527, 7.330, -4.719], [-1.563, 4.184, -6.636], [6.098, 0.316, 0.038], [-5.328, -3.907, 5.055], [-0.822, 0.783, 5.766], [1.856, -0.212, -3.796], [1.199, -3.120, 3.852], [-4.701, -0.912, -1.868], [-2.128, -0.944, 4.469], [0.135, -5.589, 3.043], [-1.873, 0.375, 2.273], [-0.349, 3.213, -4.309], [-2.373, 1.739, 0.938], [-4.694, -2.325, -0.211], [4.655, -0.206, -0.847], [-0.963, -3.910, -6.973], [1.787, 2.133, -2.017], [-2.609, -2.616, -1.841], [2.608, 1.048, 4.701], [1.805, -2.468, -7.259], [3.664, 3.560, -2.569], [2.610, -1.369, -3.947], [3.321, -1.449, -4.751], [1.739, 5.423, 0.703], [-1.125, -3.850, 5.228], [0.080, -1.105, -1.035], [0.395, -4.176, -8.972], [-6.700, -3.220, 3.641], [-3.247, -0.449, -0.059], [4.324, 1.954, 2.416], [-1.765, 4.286, -4.223], [-0.744, 4.184, -4.600], [2.438, 4.155, -0.789], [-2.599, -0.080, 4.936], [-0.281, -5.391, 5.432], [-1.788, 1.609, 0.034], [0.705, 1.553, -0.346], [0.196, 3.957, -6.555], [1.425, -2.442, -8.552], [-0.453, 5.864, -6.125], [-2.472, -1.113, 0.856], [-0.371, -4.677, 3.363], [-2.394, -0.918, 6.932], [-0.661, 4.448, -6.092], [-1.030, 1.654, 3.790], [-3.440, 0.252, 4.318], [-5.001, -4.291, 2.288], [4.376, 6.364, 0.519], [4.415, -2.262, 0.894], [-4.693, 0.460, 0.872], [-3.558, -3.892, 3.714], [-0.381, -3.044, -7.275], [2.437, -2.433, -3.066], [-4.313, -2.653, 2.264], [4.727, 1.399, -0.148], [2.673, 4.990, 0.354], [-3.015, 0.972, -1.618], [1.384, -3.141, -1.328], [4.305, 5.265, -1.239], [-3.163, -0.494, 6.289], [0.054, 5.232, -4.052], [0.171, 1.045, -2.665], [2.040, -2.293, 3.697], [1.998, 0.032, 4.073], [3.743, 0.763, 2.030], [0.807, -2.946, -6.480], [-1.384, -4.667, 2.972], [-1.630, -0.053, -1.371], [3.114, 4.381, 1.146], [3.085, -1.716, 1.873], [3.691, -1.455, 1.012], [-0.308, -4.468, 4.862], [5.061, 1.857, 3.024], [5.011, 0.361, 0.010], [0.089, 6.256, -4.949], [-0.395, 1.380, 0.396], [-0.905, 0.594, 2.702], [4.405, -0.193, 1.242], [0.927, -3.744, 5.015], [-5.672, -3.053, 3.949], [-5.556, -2.017, 4.270], [1.382, 0.920, 1.573], [0.270, 2.968, -1.883], [-3.918, -1.518, -0.961]],
  "charge": 1,
  "e_lumo_ev": -2.27,
  "homo_lumo_gap_ev": 8.81,
  "e_homo_ev": -11.09,
  "e_tot_ev": -239109.6992
}

---

Repeat the second record exactly.
{
  "formula": "C5H10O",
  "method": "the ωB97M-V functional and the def2-TZVPD basis",
  "symbols": ["O", "H", "C", "H", "H", "H", "H", "H", "C", "C", "H", "H", "C", "H", "H", "C"],
  "positions_angstrom": [[-2.519, 1.937, 0.180], [0.352, -2.443, 1.314], [-0.193, 1.487, -0.231], [1.478, -0.576, -0.858], [1.785, -2.749, 0.319], [0.182, -2.695, -0.430], [-1.503, 3.046, -1.153], [1.627, -0.308, 0.873], [-1.505, 2.215, -0.414], [0.972, -0.740, 0.104], [-1.030, -0.451, -0.650], [-0.869, -0.104, 1.062], [0.815, -2.240, 0.341], [0.354, 1.994, 0.579], [0.418, 1.624, -1.132], [-0.363, 0.003, 0.095]],
  "charge": 0,
  "smiles": "CCCCC=O",
  "e_lumo_ev": 1.02,
  "homo_lumo_gap_ev": 10.83,
  "relative_energy_kj_mol": 36.8,
  "e_homo_ev": -9.81,
  "e_tot_ev": -7394.3843
}